Entry from the Open Molecules 2025 dataset: the ion C7H7O4 with charge -1 (ωB97M-V/def2-TZVPD).

XYZ file:
```
18
Properties=species:S:1:pos:R:3:forces:R:3
C -1.1388 0.0397 -0.4010 -4.9 -2.4 1.7
C -0.6074 -1.1557 -0.0973 2.6 1.9 -1.3
C -2.7564 0.3596 -0.0208 1.4 1.4 -0.7
C -0.2018 1.0887 -0.8068 0.8 1.4 -0.4
C 1.0155 1.1768 0.2421 -0.4 2.3 -1.2
C 1.3862 -0.2024 0.9001 -1.5 1.7 0.1
C 0.8288 -1.2839 0.0607 -0.7 -2.5 -0.1
O -3.6944 -0.3816 -0.3334 0.9 -0.6 0.1
O -2.7853 1.4917 0.5123 0.0 -0.1 0.2
O -0.1385 -2.1375 0.7691 -1.3 -0.2 0.4
O 1.6510 -2.1175 -0.7252 0.6 1.0 0.1
H 0.2986 0.7488 -1.7710 -0.8 0.9 0.8
H -0.7800 2.1318 -0.8595 1.4 -2.4 -0.1
H 1.8014 1.6527 -0.4257 -0.2 -0.9 1.0
H 0.7551 2.0523 0.9372 0.4 -1.7 -0.3
H 2.4245 -0.2327 1.1087 1.0 -0.3 0.3
H 0.7572 -0.2894 1.8256 0.9 0.1 -0.6
H 1.1845 -2.9413 -0.9152 -0.3 0.4 0.1
```
Positions in Å, forces in eV/Å.

Molecular weight, g mol⁻¹: 155.1
Total charge: -1
SMILES string: O=C([O-])C1=C2O[C@]2(O)CCC1
Energy above the lowest of the compared OMol25 structures with the same formula, charge and spin, kJ/mol: 164.4

natural (NBO) population analysis, charges in e, atoms 1 to 8: -0.13, 0.18, 0.78, -0.44, -0.39, -0.47, 0.42, -0.74

Entry from the Open Molecules 2025 dataset: a structure of composition C27H76N5O11 (ωB97M-V/def2-TZVPD).

XYZ file:
```
119
Properties=species:S:1:pos:R:3:forces:R:3
N 59.3054 -23.7010 -3.2082 0.9 5.1 6.3
H 59.4780 -23.8223 -2.1510 -1.0 -0.5 -2.2
H 60.1017 -23.8114 -3.9083 -4.6 0.8 1.2
H 59.0308 -22.7277 -3.2828 -0.8 0.0 -0.1
H 58.7234 -24.2798 -3.5842 -5.4 -4.5 -2.1
C 56.0917 -21.3194 -4.1338 0.2 -1.3 -1.3
O 57.4468 -21.4690 -4.6196 0.4 3.0 -2.6
H 55.6415 -20.5110 -4.8014 -0.1 -0.9 1.7
H 56.2375 -21.0802 -3.0172 -1.3 -0.6 -1.6
H 55.6545 -22.3572 -4.5070 0.0 2.2 1.8
H 57.5013 -20.6815 -5.3128 0.3 -2.8 2.1
C 59.3140 -21.6856 -0.3883 6.9 3.6 -0.6
O 58.9172 -21.5329 -1.7430 0.0 -4.3 1.4
H 59.1730 -20.6777 0.0565 -0.1 -0.7 0.4
H 60.4361 -21.8841 -0.1752 -1.0 0.3 -1.2
H 58.7975 -22.3763 0.1904 2.7 -1.4 -0.8
H 59.1755 -20.7845 -2.1653 2.1 4.2 -1.4
C 61.6063 -23.7087 -3.1669 4.9 1.9 -1.2
O 60.9931 -24.0404 -4.4040 4.5 -0.8 -1.5
H 61.5674 -24.4665 -2.5656 -1.3 -4.6 3.8
H 61.4145 -22.8194 -2.6005 -0.4 0.9 -0.7
H 62.6782 -23.8470 -3.3877 0.2 1.2 0.1
H 61.7870 -24.0304 -4.8289 2.7 -0.2 -4.0
C 61.1964 -18.8070 -7.6693 2.6 -0.4 -3.0
O 60.8212 -19.5734 -6.6388 -1.7 -2.2 1.6
C 60.6450 -18.8630 -5.4392 -9.0 -4.2 -2.8
C 60.0835 -19.9437 -4.3746 2.4 -0.5 -4.2
N 59.8337 -19.3025 -3.1727 1.2 2.8 3.0
C 58.5001 -18.7420 -3.0952 -2.1 1.1 -1.7
C 58.1748 -18.1657 -1.7459 -0.2 3.0 -2.1
O 56.9813 -17.3544 -1.9272 0.3 -1.3 0.8
C 56.3587 -16.9812 -0.7200 -1.4 0.4 1.5
H 61.1836 -19.3680 -8.6774 -0.6 0.9 1.6
H 62.2475 -18.6028 -7.5270 0.9 0.4 -0.2
H 60.7691 -17.8395 -7.6867 -1.2 1.0 -0.4
H 59.9369 -17.9643 -5.7078 0.3 -1.6 1.0
H 61.4238 -18.4080 -5.2440 8.2 4.0 2.8
H 60.9006 -20.8214 -4.2680 -1.7 1.9 -0.4
H 59.1759 -20.3516 -4.9066 1.3 0.3 1.2
H 60.5266 -18.3944 -3.0898 -2.1 -3.2 0.1
H 57.5909 -19.5186 -3.1970 2.4 1.5 -0.8
H 58.5542 -17.8421 -3.8909 -1.4 -2.0 1.5
H 58.9123 -17.4062 -1.5771 1.0 0.0 1.1
H 58.0614 -18.9288 -1.0371 0.1 -0.7 1.3
H 55.4384 -16.4236 -1.0333 0.5 -1.0 0.4
H 56.8457 -16.2503 -0.0593 0.9 0.2 -0.7
H 56.1669 -17.7982 0.0816 -0.1 0.7 -1.9
C 57.3625 -24.6632 2.5266 3.9 -2.6 2.6
O 58.4784 -24.5408 1.6543 2.0 -0.7 4.0
C 59.2480 -25.7507 1.4549 2.2 1.9 3.4
C 60.6642 -25.2445 0.9226 -3.9 -8.8 1.8
N 61.4509 -26.4370 0.4834 -1.6 2.1 -1.6
C 62.7751 -25.9411 0.2005 1.3 1.2 -1.7
C 63.4170 -27.0048 -0.6266 -0.1 3.6 -3.4
O 62.4874 -27.4153 -1.6864 9.4 1.8 2.3
C 63.1396 -28.2134 -2.6578 -1.4 -1.3 -2.4
H 57.8133 -24.6973 3.5550 -1.0 0.5 -0.5
H 56.8082 -25.5685 2.3816 -0.4 -0.6 -0.3
H 56.8771 -23.8670 2.1595 -2.3 3.1 1.5
H 58.7532 -26.3365 0.7269 -0.2 -0.4 0.8
H 59.2992 -26.2264 2.4700 0.3 0.0 -1.1
H 61.3097 -24.9157 1.5364 3.5 2.9 6.0
H 60.5625 -24.5266 0.3054 -1.0 4.7 -5.4
H 61.0223 -26.5324 -0.4525 0.4 -0.9 0.5
H 63.4059 -25.6587 1.0664 -0.6 -0.7 0.0
H 62.9116 -24.9842 -0.4697 -1.1 -1.1 1.0
H 63.6431 -27.7957 -0.0935 1.4 -4.1 2.6
H 64.2442 -26.5761 -1.1963 0.5 -0.2 0.6
H 62.2748 -28.6673 -3.2698 1.5 1.0 0.5
H 63.4817 -29.0966 -2.2163 1.1 -1.3 1.1
H 63.9673 -27.8577 -3.3663 -1.4 0.5 1.3
C 56.1411 -20.3055 0.1765 1.0 -2.5 -4.0
O 55.9862 -21.7740 0.1917 -3.9 2.0 -1.5
C 57.1032 -22.3966 -0.2508 -1.7 -2.8 2.4
C 56.8962 -23.9188 -0.1096 -3.6 0.2 -1.4
N 58.0186 -24.7131 -0.4860 1.3 5.0 -2.1
C 57.6495 -25.8595 -1.0347 -3.3 -5.2 -1.2
C 58.6347 -26.9885 -1.2959 -0.4 0.9 -1.0
O 59.6031 -26.5746 -2.2768 -2.6 1.4 1.2
C 60.5487 -27.5341 -2.6166 5.8 14.2 1.1
H 56.5710 -19.8431 -0.8438 -1.5 -1.4 1.9
H 56.9149 -20.3567 0.8222 2.6 1.9 2.7
H 55.2624 -19.8363 0.4715 -1.4 0.6 0.6
H 57.8572 -22.1222 0.4681 -3.7 0.0 1.5
H 57.5866 -22.1373 -1.1626 -2.0 -0.1 -0.7
H 56.1019 -24.3207 -0.9119 0.8 1.6 2.1
H 56.5089 -24.0686 1.0090 -0.1 -0.1 -4.6
H 58.5885 -24.6195 0.3006 0.5 -0.2 -1.0
H 57.2167 -25.6206 -1.9960 -1.0 -0.4 -0.4
H 56.7983 -26.3699 -0.2966 1.4 0.5 -1.8
H 58.1021 -27.9444 -1.4745 0.2 0.6 -0.7
H 58.9921 -27.0839 -0.3201 2.0 -1.5 0.4
H 60.1983 -28.3080 -2.6958 -6.9 -14.8 -3.2
H 61.3617 -27.5900 -1.8043 -5.2 -0.8 -1.2
H 61.1896 -27.0117 -3.4006 -1.4 -1.3 0.1
C 56.6112 -24.2192 -6.9397 -4.8 -6.2 1.2
O 57.6577 -24.9303 -6.3295 0.0 -1.7 3.6
C 58.3801 -25.7584 -7.2212 0.7 -1.3 2.3
C 59.5846 -26.5135 -6.4523 -3.5 -3.6 2.8
N 60.3349 -27.5828 -7.2166 -2.6 4.8 -2.1
C 61.0972 -28.4998 -6.4944 2.3 -1.3 1.0
C 61.8751 -29.3810 -7.4840 -1.1 -2.5 -1.2
O 62.5889 -28.6467 -8.4071 0.1 1.7 -2.0
C 63.0383 -29.3679 -9.6132 1.1 3.1 2.5
H 56.0434 -25.0639 -7.5634 1.1 2.2 0.2
H 57.2033 -23.5787 -7.3551 1.7 5.0 -3.9
H 55.7085 -23.8654 -6.3321 2.0 -0.2 0.0
H 58.6998 -25.0641 -7.8824 2.1 1.9 -2.8
H 57.7254 -26.3835 -7.8136 -0.2 -0.9 0.3
H 59.0699 -27.1753 -5.5538 0.2 1.1 -2.3
H 60.0431 -25.9521 -5.6301 1.1 1.0 -1.1
H 60.8668 -26.9492 -7.8955 -0.2 -2.3 1.0
H 60.5660 -29.3410 -5.8148 0.7 2.6 -1.2
H 61.8772 -27.8329 -5.9698 -0.6 -1.7 0.4
H 61.2485 -30.3193 -7.9788 0.8 2.6 1.0
H 62.6738 -29.8904 -7.0329 0.7 -1.3 1.9
H 63.1646 -30.3402 -9.2518 1.0 -1.8 -0.2
H 63.9532 -28.7700 -9.9686 -1.3 -1.4 0.4
H 62.2350 -29.3165 -10.2657 -1.3 0.0 -1.7
```
Positions in Å, forces in eV/Å.

Molecular weight, g mol⁻¹: 646.9
Total charge: +1
Energy above the lowest of the compared OMol25 structures with the same formula, charge and spin, kJ/mol: 1240.9

Löwdin population analysis, charges in e, atoms 1 to 8: 0.27, 0.14, -0.16, 0.09, 0.04, -0.12, -0.25, 0.10

Entry from the Open Molecules 2025 dataset: a structure of composition C5H6N2O (ωB97M-V/def2-TZVPD).

XYZ file:
```
14
Properties=species:S:1:pos:R:3:forces:R:3
C 0.4051 -0.2849 0.4116 8.8 4.4 -2.9
C -0.4307 -0.8379 -1.7559 4.5 -0.7 -2.5
C -1.5306 -0.1543 -1.8448 -3.8 1.9 4.0
C 1.3592 0.6477 0.7174 3.2 4.5 -2.5
C 1.4175 1.7016 1.7960 0.2 -2.7 -1.1
H -0.1577 -0.1669 2.4032 -0.5 -0.8 -4.2
H -0.7801 -2.0696 1.4436 1.2 4.3 -0.5
H 0.1958 -1.1877 -2.7646 -2.1 0.6 2.9
H -2.1479 -0.0822 -2.7497 0.6 -0.1 0.5
H -2.1523 0.3613 -0.7217 2.3 -1.7 -3.8
H 1.9766 1.0273 -0.2128 -1.3 -0.8 1.9
N -0.3566 -0.4526 1.3041 -10.9 -6.9 12.2
N 1.6570 2.4182 2.6717 -0.4 -0.1 -0.4
O 0.5447 -0.9201 -0.6980 -1.8 -2.0 -3.7
```
Positions in Å, forces in eV/Å.

Molecular weight, g mol⁻¹: 110.1
Energy above the lowest of the compared OMol25 structures with the same formula, charge and spin, kJ/mol: 799.4

natural (NBO) population analysis, charges in e, atoms 1 to 8: 0.47, 0.09, -0.47, -0.48, 0.25, 0.46, 0.27, 0.22

Entry from the Open Molecules 2025 dataset: a structure of composition C16H26InN10S2 (ωB97M-V/def2-TZVPD).

XYZ file:
```
55
Properties=species:S:1:pos:R:3:forces:R:3
In -0.1100 -0.4956 0.1999 0.3 0.1 -0.7
N 0.1078 -0.7713 2.6557 0.1 0.0 -0.1
N -0.8961 -1.6343 3.1250 -0.4 -0.3 0.1
C -1.4464 -2.5991 2.3540 0.2 0.4 -0.1
N -2.2894 -3.4392 2.9047 0.0 0.0 0.1
S -1.0824 -2.7630 0.6828 0.1 0.4 -0.2
H 1.0246 -1.1914 2.8231 0.0 0.0 0.1
H 0.0557 0.0850 3.2059 -0.1 0.0 -0.1
H -1.0676 -1.6468 4.1233 0.1 0.0 0.0
H -2.5360 -3.4146 3.8863 0.0 0.0 0.0
H -2.7276 -4.1555 2.3413 0.0 0.0 0.0
C 0.4022 -2.5682 -4.4479 -0.1 0.1 -0.1
N 1.3947 -2.6302 -3.3673 0.0 0.0 0.1
C 2.3987 -3.5739 -3.2586 0.0 0.0 -0.1
C 3.1239 -3.2681 -2.1704 0.0 0.0 0.1
N 2.5612 -2.1221 -1.6119 0.1 -0.2 0.1
C 1.4957 -1.7543 -2.3647 -0.1 0.0 -0.1
S 0.4904 -0.3561 -2.2328 -0.4 0.1 0.3
C 3.1429 -1.4043 -0.5305 -0.1 0.0 -0.1
C 4.5204 -1.3943 -0.3889 0.1 0.0 0.0
C 5.0794 -0.6526 0.6367 0.0 0.0 0.0
C 4.2468 0.0756 1.4760 0.0 0.0 0.1
C 2.8883 -0.0204 1.2841 0.1 -0.1 -0.2
N 2.3274 -0.7600 0.3028 -0.5 0.3 0.6
H 0.4101 -3.5110 -4.9855 0.0 0.0 0.1
H 0.6489 -1.7609 -5.1345 0.1 0.0 0.0
H -0.5853 -2.3881 -4.0322 0.0 -0.1 0.1
H 2.5131 -4.3789 -3.9646 -0.1 0.0 0.0
H 3.9616 -3.7799 -1.7310 0.0 0.0 0.0
H 5.1518 -1.9355 -1.0789 0.0 0.0 0.0
H 6.1534 -0.6300 0.7664 0.0 0.0 0.0
H 4.6502 0.7046 2.2574 0.0 0.0 0.0
H 2.2000 0.5181 1.9253 0.1 0.1 0.0
C -1.7557 1.8689 1.6182 -0.2 0.2 -0.1
N -2.5760 3.0367 1.5808 -0.1 0.2 0.2
C -1.8209 4.1512 0.9818 0.0 -0.2 -0.1
N -1.4271 3.8101 -0.3905 0.1 0.3 -0.1
C -0.5856 2.6538 -0.3889 -0.2 0.3 0.0
N -1.3301 1.4815 0.2221 1.0 -1.5 0.3
C -2.5832 1.2580 -0.6060 -0.3 0.3 -0.1
N -3.3874 2.4399 -0.6068 -0.2 0.1 -0.1
C -3.7767 2.7801 0.7670 0.3 -0.1 -0.1
C -2.6358 3.5618 -1.1911 0.1 -0.2 0.3
H -2.3130 1.0341 2.0557 0.0 0.0 -0.1
H -0.8572 2.0639 2.2126 0.0 0.0 -0.1
H -0.9319 4.3545 1.5805 0.0 0.0 0.0
H -2.4462 5.0407 0.9693 0.0 0.0 0.0
H 0.3144 2.8473 0.1996 0.0 -0.1 0.0
H -0.3047 2.3911 -1.4103 0.0 -0.1 0.0
H -3.1460 0.4258 -0.1750 0.1 0.0 0.0
H -2.2829 1.0081 -1.6259 0.1 0.0 0.0
H -4.3458 1.9568 1.2010 0.0 0.0 0.0
H -4.3995 3.6714 0.7591 0.0 0.0 0.0
H -3.2583 4.4534 -1.1850 0.0 0.0 0.0
H -2.3586 3.3273 -2.2189 0.0 0.0 0.0
```
Positions in Å, forces in eV/Å.

Molecular weight, g mol⁻¹: 537.4
Total charge: +3
Energy above the lowest of the compared OMol25 structures with the same formula, charge and spin, kJ/mol: 41.9

natural (NBO) population analysis, charges in e, atoms 1 to 8: 1.43, -0.65, -0.43, 0.35, -0.70, -0.11, 0.41, 0.42

Entry from the Open Molecules 2025 dataset: a cluster of 2 separate species, C3N2O5 in total (ωB97M-V/def2-TZVPD).

XYZ file:
```
10
Properties=species:S:1:pos:R:3:forces:R:3
C -0.4540 -0.2058 0.3242 -2.4 0.2 0.4
C 0.3092 -1.0402 -0.3618 3.2 -0.4 -1.8
C 3.1356 0.5677 0.0884 0.5 -0.1 -0.2
N -1.5501 0.3225 0.5903 2.0 0.5 1.6
N -2.8337 0.1950 0.0783 -0.7 -0.5 -1.4
O -3.1923 1.1949 -0.4918 -0.1 -0.2 0.0
O -3.4680 -0.8059 0.3060 0.4 0.2 0.2
O 1.3717 -1.3768 -0.7766 -2.6 0.1 0.9
O 2.4232 1.2725 -0.4518 -1.7 1.6 -1.0
O 3.8873 -0.1322 0.5806 1.4 -1.4 1.2
```
Positions in Å, forces in eV/Å.

Molecular weight, g mol⁻¹: 144.0
SMILES string: O=C=C=N[N+](=O)[O-].O=C=O
Energy above the lowest of the compared OMol25 structures with the same formula, charge and spin, kJ/mol: 0.0

natural (NBO) population analysis, charges in e, atoms 1 to 8: 0.08, 0.56, 1.02, -0.20, 0.62, -0.33, -0.34, -0.39

Entry from the Open Molecules 2025 dataset: an isolated molecule of C3H8O (ωB97M-V/def2-TZVPD).

XYZ file:
```
12
Properties=species:S:1:pos:R:3:forces:R:3
C -1.5801 0.1357 -0.0101 -0.1 0.0 0.0
C -0.2108 -0.4258 -0.4189 0.0 -0.1 0.0
C 0.9592 0.2558 0.2684 -0.4 0.2 0.1
O 2.1335 -0.4260 -0.1299 0.3 0.1 0.1
H -1.5280 0.7182 0.9183 0.0 -0.1 -0.1
H -2.2870 -0.6795 0.1640 0.0 0.1 -0.1
H -2.0103 0.7879 -0.7764 0.1 -0.1 0.1
H -0.1463 -1.4904 -0.1707 0.0 0.1 0.0
H -0.0632 -0.3512 -1.5023 0.0 0.0 0.2
H 0.8241 0.2038 1.3608 0.0 0.0 -0.2
H 1.0003 1.3228 -0.0059 0.0 -0.2 0.0
H 2.8784 -0.0754 0.3711 -0.1 -0.1 -0.1
```
Positions in Å, forces in eV/Å.

Molecular weight, g mol⁻¹: 60.1
SMILES string: CCCO
Energy above the lowest of the compared OMol25 structures with the same formula, charge and spin, kJ/mol: 25.1

natural (NBO) population analysis, charges in e, atoms 1 to 8: -0.62, -0.42, -0.05, -0.72, 0.20, 0.21, 0.21, 0.21

Entry from the Open Molecules 2025 dataset: a structure of composition C3H5BrO2 (ωB97M-V/def2-TZVPD).

XYZ file:
```
11
Properties=species:S:1:pos:R:3:forces:R:3
C 0.1519 0.3905 -0.3645 4.3 2.3 1.0
C -0.6006 1.3148 0.4405 0.2 4.5 -0.5
C -0.7907 -0.1596 -0.9569 2.9 -2.0 -1.9
O 0.7429 -1.8550 0.3976 2.2 -5.1 0.0
O -1.5914 -0.8641 -1.2938 -4.7 -2.8 -1.9
Br 1.9724 1.0026 -0.6169 -1.1 -1.1 -0.4
H -1.4350 1.0621 0.9797 -1.2 -1.7 2.5
H -1.1672 1.8445 -0.3182 0.1 1.8 0.2
H 0.1302 1.9899 0.8877 -0.8 0.2 0.6
H 1.6996 -1.8411 0.5903 -0.1 1.5 0.2
H 0.8879 -2.8846 0.2544 -1.7 2.4 0.2
```
Positions in Å, forces in eV/Å.

Molecular weight, g mol⁻¹: 153.0
Energy above the lowest of the compared OMol25 structures with the same formula, charge and spin, kJ/mol: 374.6

natural (NBO) population analysis, charges in e, atoms 1 to 8: -0.35, -0.64, 0.68, -0.93, -0.44, 0.07, 0.23, 0.20

Respective LUMO level values: 3.27, -1.98, -1.35, -9.59, -2.55, 1.03, 0.19 eV.
Respective F_max values: 5.69, 16.64, 17.78, 1.84, 3.71, 0.43, 5.80 eV/A.